This record from OMol25 describes a cluster of 8 separate species, C36H56N2O20S in total. The level of theory is the ωB97M-V functional and the def2-TZVPD basis.

Each line ends with the Mulliken charge.
Geometry (Å):
C  1.1029  1.3117  2.4526  -1.1910
N  0.8846  0.0068  1.8391  0.7845
C  1.0371  0.0468  0.3876  -1.3658
C  -0.3793  -0.5530  2.2289  -0.3556
O  -1.4177  0.0184  1.9920  -0.6843
C  -0.3961  -1.8705  2.9753  -0.2907
C  0.7953  -2.8026  2.7527  -0.3940
O  1.0589  -2.8247  1.3287  -0.2917
S  2.0322  -4.0066  0.9007  1.2144
O  1.5110  -5.2659  1.3466  -0.7338
O  2.2702  -3.8274  -0.5045  -0.6132
C  3.5043  -3.6183  1.7807  -0.2097
C  3.3365  -3.0803  3.2165  -1.1788
C  2.0212  -2.3563  3.5374  0.7549
O  1.6724  -2.6329  4.9111  -0.3026
N  2.3062  -1.6640  5.7537  0.0900
O  2.9276  -2.1745  6.5898  -0.3334
H  0.9202  1.2702  3.5265  0.3500
H  2.1476  1.5928  2.2969  0.3404
H  0.4846  2.0927  1.9930  0.3836
H  2.0924  -0.0744  0.1341  0.3558
H  0.6995  1.0068  -0.0219  0.4863
H  0.4928  -0.7710  -0.0799  0.3177
H  -1.3277  -2.3755  2.7340  0.0662
H  -0.4618  -1.6144  4.0355  0.4816
H  0.4733  -3.7846  3.1055  0.7349
H  4.1308  -4.5076  1.8075  0.5273
H  4.0229  -2.8767  1.1766  -0.0546
H  3.5371  -3.8562  3.9534  0.3342
H  4.1367  -2.3462  3.3331  0.3290
H  2.1740  -1.2796  3.4629  0.2658
O  6.3860  -2.8926  1.2625  -0.6325
C  6.4743  -3.0771  0.0776  0.6122
C  7.1388  -4.2387  -0.6346  -0.5236
C  7.2466  -3.7339  -2.0738  -0.6374
C  6.0515  -2.7938  -2.1608  -0.1356
O  5.9090  -2.2530  -0.8219  -0.3268
H  6.4833  -5.1080  -0.5557  0.2185
H  8.0992  -4.4623  -0.1786  0.3611
H  7.2197  -4.5200  -2.8246  0.3384
H  8.1751  -3.1756  -2.2020  0.3088
H  5.1363  -3.3179  -2.4183  0.1770
H  6.1936  -1.9713  -2.8531  0.2890
O  3.9816  -2.6296  -4.2917  -0.6276
C  3.3691  -1.7003  -3.8514  0.5433
C  1.9137  -1.6476  -3.4396  -0.3222
C  1.6513  -0.1451  -3.3316  0.0016
C  3.0320  0.3840  -2.9637  0.0051
O  3.9623  -0.5100  -3.6035  -0.4000
H  1.8152  -2.1569  -2.4775  -0.1490
H  1.2920  -2.1439  -4.1794  0.4026
H  0.8873  0.1312  -2.6108  0.3960
H  1.3512  0.2508  -4.3026  0.0709
H  3.2172  0.3546  -1.8899  0.0220
H  3.2142  1.3949  -3.3206  0.1026
O  -2.8968  -2.8048  4.5136  -0.6008
C  -3.8754  -2.5299  3.8791  0.6823
C  -5.2421  -2.1171  4.3859  -0.4257
C  -6.1230  -2.2974  3.1519  -0.2796
C  -5.1290  -2.0565  2.0217  -0.5428
O  -3.8659  -2.5265  2.5273  -0.3260
H  -5.1893  -1.0753  4.7060  0.2758
H  -5.5454  -2.7400  5.2225  0.1938
H  -6.9831  -1.6360  3.1187  0.3995
H  -6.4899  -3.3218  3.1102  0.0609
H  -5.0249  -0.9985  1.7728  0.2572
H  -5.3664  -2.6075  1.1148  0.3346
O  0.6812  2.8517  -3.4781  -0.5344
C  0.7930  3.0322  -4.6576  0.6740
C  1.8455  3.8520  -5.3789  -0.0652
C  1.2388  4.0186  -6.7715  -0.6320
C  0.3926  2.7573  -6.8970  -0.4715
O  -0.0404  2.4591  -5.5553  -0.3962
H  2.7737  3.2778  -5.3986  0.2548
H  2.0181  4.7925  -4.8636  -0.0527
H  1.9707  4.1218  -7.5690  0.3688
H  0.5958  4.8998  -6.7889  0.2565
H  0.9679  1.9065  -7.2674  0.2679
H  -0.4857  2.8864  -7.5242  0.3443
O  -8.5679  -3.0527  4.6419  -0.5692
C  -8.4593  -4.1031  5.2027  0.5766
C  -9.1047  -5.4283  4.8438  -0.4684
C  -8.9090  -6.2510  6.1167  -0.4952
C  -7.6316  -5.6447  6.6863  -0.4038
O  -7.6603  -4.2632  6.2835  -0.3434
H  -8.5687  -5.8516  3.9926  0.2348
H  -10.1483  -5.2820  4.5815  0.3324
H  -8.8343  -7.3233  5.9509  0.3294
H  -9.7399  -6.0725  6.8001  0.2594
H  -6.7323  -6.1043  6.2714  0.2641
H  -7.5798  -5.6891  7.7708  0.3030
O  3.6481  7.6119  -3.4752  -0.6143
C  2.9133  7.0339  -2.7281  0.5355
C  1.8420  7.6163  -1.8252  -0.2226
C  1.5382  6.4652  -0.8696  -0.5628
C  1.8525  5.2573  -1.7386  0.2541
O  2.9146  5.6824  -2.6194  -0.3666
H  0.9793  7.8754  -2.4404  -0.0231
H  2.2086  8.5071  -1.3239  0.3855
H  0.5254  6.4574  -0.4861  0.3156
H  2.2215  6.5072  -0.0191  0.3179
H  1.0035  4.9533  -2.3503  -0.2496
H  2.1915  4.3960  -1.1687  0.2283
O  -1.2756  7.6360  -1.0695  -0.6001
C  -1.8573  6.9410  -1.8518  0.5653
C  -2.2759  7.2715  -3.2725  -0.4366
C  -3.2789  6.1624  -3.5896  -0.5627
C  -2.7716  5.0225  -2.7122  -0.0120
O  -2.1967  5.6670  -1.5608  -0.3381
H  -1.3923  7.2212  -3.9122  0.1707
H  -2.7030  8.2689  -3.3196  0.3857
H  -3.3356  5.8963  -4.6428  0.3387
H  -4.2748  6.4654  -3.2645  0.2902
H  -1.9918  4.4323  -3.1991  -0.0994
H  -3.5589  4.3525  -2.3779  0.3256

Summary:
E_HOMO in eV: -8.9
Lowest unoccupied orbital energy in eV: 0.1
DFT total energy in eV: -93004.2890

=====

This record from OMol25 describes a structure of composition C36H57AsBaBrCl2F4N4O4. The level of theory is the ωB97M-V functional and the def2-TZVPD basis.

Each line ends with the Mulliken charge.
Geometry (Å):
Ba  -0.2380  -0.1520  1.1553  -0.0568
C  1.3238  -3.5288  1.7303  -0.5701
C  2.4647  -2.8048  2.4267  -0.5366
N  2.0234  -1.5704  3.0752  1.5133
C  3.0836  -0.5703  3.1760  0.8506
C  4.3648  -1.0112  3.8863  -1.6427
C  1.3598  -1.8065  4.3659  -1.5540
C  0.0884  -0.9799  4.5130  -0.4144
N  -0.8392  -1.4229  3.5013  0.1052
C  -2.1370  -1.5731  3.7098  0.2114
C  -2.9310  -1.9394  2.5777  0.2374
F  -2.2603  -2.0736  1.3880  -0.0887
C  -4.2834  -2.1252  2.5838  -0.1166
F  -4.9018  -2.4550  1.4314  -0.3420
C  -5.0312  -1.9770  3.7437  -0.7672
C  -4.3114  -1.6197  4.8659  0.3756
F  -4.9700  -1.4509  6.0343  -0.3628
C  -2.9464  -1.4240  4.8716  0.2979
F  -2.3816  -1.0714  6.0615  -0.4305
H  1.6508  -4.5067  1.3711  0.5091
H  0.9844  -2.9593  0.8622  -0.1978
H  0.4701  -3.6633  2.3949  0.1485
H  3.2152  -2.5431  1.6805  0.0918
H  2.9498  -3.4796  3.1513  0.4158
H  2.6658  0.2965  3.6951  -0.1124
H  3.3263  -0.2443  2.1626  -0.7532
H  4.1778  -1.3324  4.9123  0.3198
H  5.0735  -0.1806  3.9245  0.4698
H  4.8499  -1.8358  3.3603  0.3561
H  2.0488  -1.6104  5.1989  0.3536
H  1.0777  -2.8596  4.4288  0.5084
H  0.3512  0.0829  4.3529  -0.2653
H  -0.2705  -1.0369  5.5426  0.6527
H  -6.1010  -2.1070  3.7633  0.4853
C  -4.9718  -1.0442  -5.9457  -1.6023
C  -4.0679  0.1810  -5.7509  1.9960
C  -3.2124  0.3784  -7.0098  -1.6214
C  -4.9613  1.4100  -5.5852  -2.2407
C  -3.1604  -0.0343  -4.5402  -0.0040
C  -3.1798  0.7890  -3.4231  0.2122
C  -2.3149  0.5378  -2.3773  -0.1424
Br  -2.3976  1.6471  -0.8277  -0.2623
C  -1.3778  -0.5140  -2.3599  -0.9285
O  -0.5158  -0.6187  -1.3853  0.7980
C  -1.4213  -1.4081  -3.4634  -0.2468
C  -2.2814  -1.1158  -4.5151  -0.5434
C  -0.5148  -2.6463  -3.5430  2.6554
C  -1.1763  -3.7487  -4.3866  -2.1501
C  0.8101  -2.2564  -4.2130  -1.3469
C  -0.2086  -3.2784  -2.1749  -1.8118
H  -5.6247  -0.9047  -6.8120  0.4481
H  -5.5961  -1.2040  -5.0649  0.3600
H  -4.3853  -1.9498  -6.1068  0.3143
H  -3.8498  0.5236  -7.8866  0.4623
H  -2.5738  -0.4861  -7.1963  0.2915
H  -2.5676  1.2530  -6.9035  0.3475
H  -5.5847  1.5329  -6.4738  0.4405
H  -4.3718  2.3202  -5.4601  0.4031
H  -5.6241  1.3117  -4.7238  0.4005
H  -3.8580  1.6268  -3.3453  0.5503
H  -2.2819  -1.7775  -5.3714  0.0871
H  -1.2795  -3.4767  -5.4379  0.3985
H  -2.1655  -3.9971  -3.9977  0.4251
H  -0.5584  -4.6482  -4.3490  0.4896
H  0.6353  -1.8599  -5.2162  0.3363
H  1.4708  -3.1249  -4.2924  0.4258
H  1.3245  -1.4932  -3.6254  -0.0092
H  -1.1242  -3.4485  -1.6038  0.4059
H  0.4453  -2.6603  -1.5675  -0.0305
H  0.2763  -4.2452  -2.3373  0.5094
C  5.1364  -0.7770  -0.4538  -0.6256
N  4.1162  -0.2432  -1.3257  -0.1181
C  2.7938  -0.2142  -0.9774  0.0068
N  1.9554  0.4591  -1.8037  0.3233
O  2.4001  -0.7352  0.0717  -0.2759
H  5.7167  -1.5545  -0.9535  0.3290
H  4.6421  -1.2143  0.4091  0.0754
H  5.8150  0.0045  -0.1033  0.2867
H  4.3855  0.1406  -2.2136  0.1656
H  2.3019  0.7273  -2.7099  0.2890
H  0.9699  0.1255  -1.7669  -0.3757
C  1.1916  4.1668  -0.8932  -1.0319
C  1.2562  4.3010  0.6237  -0.8334
As  1.7948  2.6187  1.4686  0.9081
C  3.7429  2.5884  1.0606  -0.0699
C  4.4633  3.9073  0.8082  -1.4326
C  1.7616  3.2033  3.3497  -0.0200
C  2.8341  4.1758  3.8170  -1.6283
H  0.8649  5.0982  -1.3616  0.4172
H  0.4859  3.3852  -1.1823  0.0969
H  2.1617  3.9015  -1.3238  0.1980
H  0.2698  4.5057  1.0440  0.4214
H  1.9273  5.1054  0.9314  0.4597
H  3.8361  1.9486  0.1789  0.0263
H  4.2136  2.0363  1.8797  0.3119
H  3.9895  4.4750  0.0064  0.2241
H  5.5011  3.7314  0.5100  0.4467
H  4.4795  4.5430  1.6903  0.2222
H  1.7654  2.3045  3.9684  0.0002
H  0.7655  3.6398  3.4465  0.3432
H  3.8342  3.7403  3.7609  0.3082
H  2.6637  4.4668  4.8567  0.4389
H  2.8336  5.0912  3.2233  0.2804
Cl  -3.6830  3.8708  4.6184  -0.2170
C  -3.1045  2.4801  3.6841  0.8024
Cl  -4.3516  1.9342  2.5314  -0.1908
C  -1.8000  2.7645  2.8942  -0.3404
O  -1.4677  3.9167  2.6442  -0.7300
O  -1.2150  1.6841  2.5856  0.2256
H  -2.9497  1.6620  4.3795  -0.2253

Summary:
E_HOMO in eV: -4.2
Lowest unoccupied orbital energy in eV: 1.8
Energy relative to the best compared isomer or geometry (same formula, charge and spin) in eV: 0.000
DFT total energy in eV: -219904.3377
Net charge: -1

=====

Q: The lowest DFT total energy belongs to which entry?
A: C36H57AsBaBrCl2F4N4O4

=====

Q: Look up the E_HOMO of the first one.
A: -8.9 eV

=====

Q: Which formula does entry 2 have?
A: C36H57AsBaBrCl2F4N4O4